1.
DFT (ωB97M-V with the def2-TZVPD basis set) results for a structure of composition C14H16ClNSr in a non-equilibrium geometry.

Geometry (Å):
C1 -2.60 -0.79 -1.83
C2 -2.95 0.57 -1.67
C3 -3.06 0.83 -0.28
C4 -2.80 -0.39 0.40
C5 -2.53 -1.37 -0.56
Sr1 -0.08 -0.14 -1.14
N1 -0.15 -3.40 -1.34
C6 1.32 1.08 -2.76
C7 0.31 1.70 -3.47
H1 -3.39 1.80 0.20
H2 -3.21 1.27 -2.50
H3 -2.88 -0.55 1.51
H4 -2.31 -2.42 -0.33
H5 -2.42 -1.31 -2.79
H6 -0.47 1.03 -3.94
H7 1.93 0.55 -1.55
H8 0.58 -3.07 -2.03
H9 0.15 2.72 -3.57
H10 1.75 0.19 -3.40
Cl1 -0.88 -0.54 3.40
C8 0.66 0.02 2.92
C9 1.25 1.06 3.60
C10 2.47 1.59 3.15
C11 3.09 1.07 2.01
C12 2.53 0.01 1.31
C13 1.28 -0.58 1.77
C14 0.68 -1.64 1.06
H11 0.76 1.47 4.48
H12 2.94 2.40 3.70
H13 4.03 1.50 1.64
H14 3.03 -0.45 0.44
H15 1.05 -1.94 0.07
H16 -0.06 -2.27 1.54

Summary:
ΔE to the lowest compared entry with this formula, charge and spin in kJ/mol: 466.34
Maximum force in hartree/bohr: 0.1133
Orbital gap (spin up / spin down) in eV: 4.779 / 5.133
E_HOMO (spin up / spin down) in eV: 0.43 / 0.06
Total charge: -2
Multiplicity: 1



2.
DFT (ωB97M-V with the def2-TZVPD basis set) results for an isolated molecule of C14H16N10O2 in a non-equilibrium geometry.

Geometry (Å):
C1 3.76 0.68 1.09
N1 2.82 0.86 0.00
C2 3.29 1.84 -0.95
C3 2.50 -0.40 -0.65
C4 1.57 -1.18 0.21
C5 0.21 -1.04 0.41
C6 -0.74 -0.14 -0.29
O1 -0.42 0.54 -1.25
N2 -1.98 -0.22 0.27
N3 -3.13 0.40 -0.06
C7 -3.22 1.25 -1.01
C8 -4.50 1.87 -1.29
C9 -4.63 2.81 -2.32
C10 -5.86 3.38 -2.57
C11 -6.93 3.00 -1.77
N4 -6.83 2.12 -0.79
C12 -5.66 1.57 -0.56
N5 -0.18 -1.93 1.35
N6 0.83 -2.60 1.74
N7 1.92 -2.17 1.07
C13 3.13 -2.78 1.30
N8 4.24 -2.57 0.65
O2 5.16 -3.38 1.18
N9 4.65 -4.12 2.19
C14 3.39 -3.79 2.32
N10 2.52 -4.24 3.23
H1 3.98 1.65 1.53
H2 3.31 0.05 1.86
H3 4.70 0.21 0.77
H4 2.51 2.01 -1.69
H5 3.48 2.78 -0.43
H6 4.21 1.54 -1.47
H7 1.95 -0.16 -1.57
H8 3.39 -1.00 -0.89
H9 -2.09 -0.86 1.04
H10 -2.39 1.56 -1.64
H11 -3.76 3.07 -2.92
H12 -5.99 4.10 -3.36
H13 -7.92 3.42 -1.92
H14 -5.61 0.86 0.25
H15 2.79 -5.03 3.79
H16 1.55 -4.00 3.10

Summary:
ΔE to the lowest compared entry with this formula, charge and spin in kJ/mol: 0.00
Maximum force in hartree/bohr: 0.0398
Orbital gap in eV: 8.560
E_HOMO in eV: -8.75
Multiplicity: 1



What is the ΔE to the lowest compared entry with this formula, charge and spin in the second record? 0.00 kJ/mol



Which value of ΔE to the lowest compared entry with this formula, charge and spin does entry 2 give? 0.00 kJ/mol



Look up the multiplicity of the second one. 1